The following is a DFT calculation (wB97M-V/def2-TZVPD) of a 5-piece molecular cluster, C22H50N2O8P overall.

The geometry in XYZ format:
```
83
Properties=species:S:1:pos:R:3:mulliken_charge:R:1
N 4.3848 -0.9273 3.4814 -0.428
C 3.5722 -0.1260 3.3519 0.524
O 2.6974 0.8364 3.2712 -0.391
C 2.6382 1.5213 1.9828 1.541
C 1.4325 1.1289 1.1645 0.545
P -0.2680 1.0681 1.8507 0.567
O -0.9519 -0.0260 1.1721 -0.612
O -0.9618 2.4792 1.5584 -0.528
O -0.3151 0.8678 3.4352 -0.486
C 3.9262 1.2347 1.2079 -0.877
N 4.8185 2.1027 1.4720 0.114
C 4.3602 3.1344 2.4364 -0.667
C 2.8442 3.0183 2.2965 -0.895
H 1.5685 0.1207 0.7663 -1.509
H 1.3846 1.8222 0.3148 0.533
H -0.9177 3.1097 2.2875 0.369
H 0.1445 1.5281 3.9681 0.368
H 4.0663 0.4322 0.4853 0.555
H 5.7457 2.1045 1.0555 0.342
H 4.6842 2.8591 3.4420 0.317
H 4.7925 4.1008 2.1878 0.463
H 2.4233 3.6525 1.5156 0.370
H 2.3263 3.2606 3.2264 0.404
C 0.1327 -0.1702 -2.1211 -0.020
C 0.0613 1.2740 -2.5689 -0.635
O 1.3324 1.9244 -2.5522 -0.457
C 2.3061 1.3697 -3.4269 0.096
C 1.9114 1.4056 -4.8915 -1.175
H 0.6595 -0.2340 -1.1686 -0.356
H -0.8652 -0.5903 -2.0033 0.391
H 0.6662 -0.7953 -2.8398 0.305
H -0.5572 1.8460 -1.8750 0.348
H -0.4118 1.3551 -3.5509 0.424
H 2.5542 0.3442 -3.1256 -0.024
H 3.2018 1.9746 -3.2724 0.385
H 1.0756 0.7389 -5.1057 0.191
H 2.7522 1.0904 -5.5098 0.448
H 1.6219 2.4157 -5.1830 0.295
C -5.4873 2.8371 6.2454 -1.047
C -4.6987 3.0924 4.9738 -0.306
O -3.3813 2.5598 4.9964 -0.425
C -3.2944 1.1499 5.1445 -0.163
C -3.9414 0.3657 4.0171 -1.147
H -4.9238 3.1692 7.1183 0.288
H -6.4307 3.3824 6.2111 0.392
H -5.7228 1.7803 6.3768 0.265
H -4.5661 4.1650 4.8308 0.325
H -5.2464 2.7197 4.1015 0.301
H -3.6925 0.8342 6.1147 0.354
H -2.2248 0.9407 5.1605 0.145
H -5.0286 0.4506 4.0112 0.367
H -3.6968 -0.6922 4.1143 0.383
H -3.5703 0.7247 3.0551 0.279
C -4.7740 -1.1638 -3.5061 -1.046
C -3.9395 -0.8337 -4.7315 -0.295
O -2.5936 -1.2747 -4.6467 -0.407
C -2.4119 -2.6745 -4.5212 -0.211
C -2.9475 -3.4797 -5.6922 -1.247
H -4.2794 -0.8103 -2.5997 0.232
H -5.7496 -0.6827 -3.5812 0.403
H -4.9434 -2.2362 -3.4015 0.282
H -3.8731 0.2479 -4.8520 0.339
H -4.4159 -1.2252 -5.6367 0.308
H -2.8435 -3.0349 -3.5801 0.350
H -1.3322 -2.8131 -4.4465 0.304
H -4.0362 -3.4471 -5.7475 0.284
H -2.6541 -4.5249 -5.5901 0.408
H -2.5510 -3.0945 -6.6325 0.311
C 1.9569 -2.4353 0.6739 -1.077
C 2.7808 -2.1114 -0.5633 0.491
O 4.1451 -2.4657 -0.4687 -0.406
C 4.4104 -3.8545 -0.2949 -0.340
C 3.9119 -4.7195 -1.4375 -1.042
H 2.4355 -2.0304 1.5714 0.166
H 0.9516 -2.0155 0.5845 0.402
H 1.8466 -3.5091 0.8216 0.502
H 2.7823 -1.0267 -0.7272 -0.424
H 2.3258 -2.5517 -1.4564 0.260
H 4.0033 -4.2033 0.6598 0.318
H 5.4950 -3.9234 -0.2214 0.356
H 2.8224 -4.7509 -1.4864 0.244
H 4.2636 -5.7424 -1.3051 0.408
H 4.2831 -4.3439 -2.3920 0.283
```

Computed properties:
Total charge: +1
Calculated total energy in Ha: -1920.7594
Lowest unoccupied orbital energy in eV: -5.2
Frontier orbital gap in eV: 5.95